Density functional theory data (ωB97M-V/def2-TZVPD) for a 4-piece molecular cluster, C2H13NO3S overall.

Summary:
**<S²>**: 0.75
**E_HOMO (spin up / spin down)**: 0.516 / -6.260 eV
**Energy relative to the best compared isomer or geometry (same formula, charge and spin)**: 1.0 kcal per mole
**Multiplicity**: 2
**LUMO (spin up / spin down)**: 2.91 / 2.85 eV
**Molar mass**: 131.20 g/mol
**Kohn-Sham gap (spin up / spin down)**: 2.3935 / 9.1088 eV
**Net charge**: -1

Each line ends with the Löwdin charge.
Positions of all 20 atoms, in Å:
C 0.034 0.602 0.410  -0.44
C -0.930 1.708 0.813  -0.60
S -2.642 1.243 0.481  0.61
N 1.360 1.130 0.033  -0.04
H -0.356 0.010 -0.417  0.06
H 0.178 -0.081 1.252  0.06
H -0.682 2.619 0.272  0.06
H -0.898 1.890 1.884  0.05
H -3.236 2.404 0.127  -0.17
H 1.825 0.338 -0.419  0.03
H 1.911 1.224 0.879  0.04
H 1.770 -1.991 1.849  -0.05
H 2.574 -2.703 0.765  -0.04
O 2.455 -1.837 1.177  -0.25
H 0.204 0.539 -3.357  0.00
H 1.034 1.616 -2.867  -0.01
O 0.544 1.379 -3.639  -0.08
H -1.095 -2.896 0.391  -0.05
H -2.349 -3.583 -0.178  0.00
O -1.702 -3.611 0.542  -0.19